1.
The following is a quantum chemistry calculation of the molecule C5H9NO, from the Open Molecules 2025 dataset.

The geometry in XYZ format:
```
16
Properties=species:S:1:pos:R:3:lowdin_charge:R:1
H 0.106 -0.175 -1.904 0.14
C 1.383 0.276 -0.202 -0.12
H -2.443 0.099 1.563 0.07
H -0.835 0.786 1.785 0.07
H -1.042 -0.984 1.667 0.08
H 2.923 -1.222 0.401 0.12
O 1.296 -2.121 -0.368 0.05
H -1.347 1.608 -1.599 0.09
N -0.854 1.401 -0.735 0.05
C -1.389 -0.016 1.288 -0.06
H 1.313 0.738 0.791 0.12
C 0.054 0.271 -0.912 -0.31
H -1.971 -0.483 -0.777 0.14
C -1.237 0.088 -0.210 -0.33
H 2.136 0.864 -0.746 0.12
C 1.908 -1.131 -0.042 -0.25
```

Summary:
2S+1 ... 1
ΔE to the lowest compared entry with this formula, charge and spin ... 191.2 kJ/mol
Gap between HOMO and LUMO ... 10.66 eV
SMILES ... C[C@H]1N[C@H]1CC=O

2.
The following is a quantum chemistry calculation of a structure of composition C32H33GdI2N7O, from the Open Molecules 2025 dataset.

The geometry in XYZ format:
```
76
Properties=species:S:1:pos:R:3:lowdin_charge:R:1
H 3.172 2.417 1.397 0.11
C -0.924 -4.215 -0.353 -0.15
C 0.311 -4.853 -0.952 -0.14
C 1.039 2.396 1.185 -0.25
N 1.406 -3.893 -0.973 -0.03
H -4.537 0.534 -1.232 0.13
C 0.939 3.375 3.768 -0.06
C -1.692 -0.975 3.586 -0.01
N 1.003 1.877 -0.162 -0.07
I -4.086 5.733 2.316 0.89
H -2.030 -2.402 -0.619 0.08
C -0.444 -1.308 4.074 -0.03
C 0.443 -0.828 1.925 -0.13
C -4.136 3.127 0.786 -0.12
C -1.815 -0.558 2.264 -0.26
H 1.976 -0.831 -1.545 0.07
C 2.224 2.623 1.873 -0.02
H -3.543 -1.083 -0.004 0.10
N -0.763 -0.487 1.451 0.02
H 2.874 -4.725 -2.233 0.13
H 4.271 -1.395 -1.096 0.12
N -3.266 -0.149 0.277 -0.09
H 4.798 -3.877 -1.011 0.12
H -1.518 -3.146 -2.123 0.12
C -2.722 2.509 -1.085 -0.49
C -3.527 4.374 0.844 -0.75
H -1.112 2.482 1.234 0.09
C 1.032 0.350 -4.020 -0.11
H -2.051 5.674 -0.016 0.09
C -3.739 2.198 -0.163 -0.18
C 2.740 -4.454 -1.179 -0.14
H 2.795 -5.376 -0.601 0.12
H -2.570 -1.031 4.216 0.12
H 0.635 -5.710 -0.362 0.13
H 3.693 -2.268 -2.515 0.13
C 0.964 0.737 -2.690 -0.24
H -0.747 -3.997 0.704 0.12
N 2.222 -1.706 -1.102 0.07
H -4.922 2.872 1.488 0.11
H 3.787 -3.350 0.338 0.12
C -2.129 3.780 -1.016 -0.65
H -3.299 0.924 2.054 0.12
C 1.148 -2.564 -1.092 -0.37
H 3.897 2.457 -2.498 0.12
C -4.296 0.805 -0.205 -0.14
H 3.996 1.762 -4.900 0.11
H 3.083 3.290 3.712 0.11
C 2.166 3.110 3.167 -0.06
O -2.316 1.586 -1.952 -0.35
C -2.530 4.705 -0.060 -0.23
C 3.571 -2.158 -1.432 -0.17
C -0.240 3.145 3.074 -0.05
C 0.654 -1.234 3.225 -0.03
C -0.189 2.643 1.782 -0.04
Gd -0.802 0.432 -1.035 1.57
H 1.269 -0.779 1.221 0.10
H -1.198 3.365 3.528 0.11
H -5.211 0.741 0.393 0.13
C 2.117 0.725 -4.812 -0.06
H -1.771 -4.898 -0.419 0.12
H 1.649 -1.489 3.562 0.11
C 2.007 1.507 -2.181 -0.36
C -3.155 -0.112 1.737 -0.14
C 3.108 1.870 -2.951 -0.02
I -0.617 4.275 -2.347 1.04
C -1.197 -2.925 -1.098 -0.23
H 0.244 -0.247 -4.466 0.10
H -3.945 -0.693 2.224 0.14
N -0.044 -2.029 -1.106 -0.05
C 3.818 -3.483 -0.746 -0.16
H 0.905 3.762 4.778 0.11
H 2.149 0.426 -5.852 0.11
H 0.104 -5.215 -1.966 0.14
N 2.044 2.005 -0.834 0.11
C 3.156 1.480 -4.280 -0.06
H -0.325 -1.627 5.101 0.12
```

Summary:
<S²> ... 16.0619
2S+1 ... 8
ΔE to the lowest compared entry with this formula, charge and spin ... 0.0 kJ/mol
Charge ... +1
Gap between HOMO and LUMO (spin up / spin down) ... 6.89 / 6.60 eV

3.
The following is a quantum chemistry calculation of a cluster of 3 separate species, C4H14O2S2 in total, from the Open Molecules 2025 dataset.

The geometry in XYZ format:
```
22
Properties=species:S:1:pos:R:3:lowdin_charge:R:1
H 1.945 -0.958 -1.987 0.04
H 1.720 1.399 -1.654 0.02
H -1.813 -1.397 2.670 0.11
C -0.556 -2.391 1.302 -0.13
C -1.577 -1.283 1.618 -0.33
S -0.623 2.016 -1.209 0.44
H 0.024 -2.669 2.185 0.07
O 2.076 -1.611 -1.292 -0.05
H 1.822 -2.483 -1.605 0.06
H -2.496 -1.522 1.085 0.09
H -2.082 0.745 1.443 0.07
H 1.427 3.135 -1.183 0.02
C -1.194 0.147 1.238 -0.53
H 1.982 -0.910 0.559 -0.02
H 1.466 1.860 -0.004 0.03
H 1.745 -1.262 1.942 0.01
C 1.177 2.095 -1.030 -0.47
H 0.100 -2.253 0.446 0.03
O 2.366 -0.721 1.430 -0.07
H -1.120 -3.295 1.055 0.07
S -1.052 0.150 -0.568 0.48
H -0.346 0.574 1.769 0.08
```

Summary:
2S+1 ... 1
ΔE to the lowest compared entry with this formula, charge and spin ... 12.0 kJ/mol
Gap between HOMO and LUMO ... 9.25 eV
SMILES ... CCCSSC.O.O

Number 1: M 99.13 g mol⁻¹. Number 2: M 942.72 g mol⁻¹. Number 3: M 158.29 g mol⁻¹.